The following is a DFT calculation (the ωB97M-V functional and the def2-TZVPD basis) of an isolated molecule of C4H9NO.

The geometry in XYZ format:
```
15
Properties=species:S:1:pos:R:3:forces:R:3:lowdin_charge:R:1
C -2.112 0.481 0.079 0.0 0.0 0.0 -0.0891
C -1.207 -0.480 -0.686 -0.1 -0.1 0.0 -0.2450
N 0.179 -0.042 -0.701 0.1 0.0 0.1 0.0384
C 1.054 -0.518 0.233 0.0 -0.1 0.1 -0.5476
O 0.773 -1.446 0.975 0.0 0.2 -0.2 0.0339
C 2.400 0.167 0.352 0.1 0.0 0.0 -0.0056
H -3.144 0.115 0.094 0.2 0.0 0.0 0.0718
H -2.113 1.478 -0.378 0.0 -0.1 0.1 0.0686
H -1.770 0.579 1.115 0.0 0.0 -0.1 0.0761
H -1.201 -1.458 -0.199 -0.1 0.1 -0.1 0.1103
H -1.557 -0.617 -1.715 0.1 0.1 0.1 0.1127
H 0.426 0.772 -1.244 0.0 -0.1 0.2 0.1332
H 2.595 0.979 -0.355 -0.2 -0.2 0.0 0.0713
H 3.182 -0.591 0.262 -0.1 0.1 0.0 0.0849
H 2.445 0.567 1.369 0.1 0.0 -0.1 0.0862
```
Positions in Å, forces in eV/Å.

Properties
HOMO level: -0.353 hartree
Energy relative to the best compared isomer or geometry (same formula, charge and spin): 20.6 kJ/mol
Spin multiplicity: 1
LUMO level: 0.94 eV
DFT total energy: -287.8246 Ha
SMILES: CCNC(C)=O
Net charge: 0
Largest force on an atom: 0.0056 hartree/bohr

The following is a DFT calculation (the ωB97M-V functional and the def2-TZVPD basis) of a cluster of 2 separate species, C6H14N5 in total.

The geometry in XYZ format:
```
25
Properties=species:S:1:pos:R:3:forces:R:3:lowdin_charge:R:1
C -2.074 -1.494 -0.475 0.3 0.3 0.9 -0.0259
C 0.077 -2.167 0.579 -0.9 -2.3 1.2 -0.3968
N -0.884 -2.320 -0.317 0.6 -1.7 -1.2 0.0502
N 1.006 -3.215 0.886 -2.8 0.0 -0.1 0.1497
N 0.051 -1.169 1.443 1.4 2.0 1.6 0.1955
H -0.831 -3.188 -0.874 0.1 0.8 0.4 0.1826
H 0.830 -4.214 1.187 -0.3 2.0 -1.0 0.1656
H 1.918 -2.979 0.666 2.1 0.3 -0.2 0.0707
H -0.302 -0.163 1.430 0.2 -2.0 -0.9 0.1220
H 0.685 -1.341 2.238 -0.5 0.2 -0.6 0.1485
H -2.181 -1.062 0.540 -0.6 0.2 -0.8 0.1025
H -2.957 -2.100 -0.729 0.5 0.2 0.1 0.1186
H -1.915 -0.725 -1.251 -0.1 -0.5 0.4 0.0607
C 1.904 1.940 0.938 1.9 0.6 -0.8 -0.0059
C -1.155 1.662 -1.022 0.2 2.7 1.0 -0.0199
C 0.842 1.987 -0.107 -1.9 1.8 0.6 -0.2394
C 0.787 2.821 -1.307 -4.8 -2.9 1.0 0.2047
N -0.399 1.522 0.128 0.2 -2.2 -1.3 0.1145
N -0.584 2.657 -1.759 2.5 0.2 -1.8 0.1259
H -2.202 1.291 -1.308 1.8 0.5 0.9 0.1811
H -0.963 3.038 -2.678 0.7 -0.7 1.6 0.2182
H 1.580 3.320 -1.709 1.5 1.7 -1.5 0.1229
H 1.650 2.465 1.888 -0.6 -1.4 -0.3 0.1264
H 2.833 2.550 0.729 -1.0 -0.6 -0.7 0.1167
H 2.286 0.882 0.883 -0.5 0.9 1.1 0.1109
```
Positions in Å, forces in eV/Å.

Properties
HOMO level (spin up / spin down): -0.641 / -0.641 hartree
Energy relative to the best compared isomer or geometry (same formula, charge and spin): 174.0 kJ/mol
Expectation value of S²: 0.76
Spin multiplicity: 2
LUMO level (spin up / spin down): -7.59 / -10.98 eV
DFT total energy: -510.1227 Ha
Net charge: +2
Largest force on an atom: 0.1100 hartree/bohr

The following is a DFT calculation (the ωB97M-V functional and the def2-TZVPD basis) of a cluster of 2 separate species, C11H29BN3O in total.

The geometry in XYZ format:
```
45
Properties=species:S:1:pos:R:3:forces:R:3:lowdin_charge:R:1
C 1.754 -0.233 -1.955 0.1 -0.4 0.1 0.0109
B 2.874 0.802 -1.676 0.1 0.3 0.0 -0.4685
O 3.640 1.309 -2.689 -0.6 0.1 -0.2 0.1619
C 3.207 1.298 -0.171 -0.3 0.2 -0.2 -0.2296
C 4.317 0.375 0.346 0.2 0.1 -0.1 -0.0553
N 4.229 0.150 1.840 -0.1 0.1 0.0 0.0713
C 3.626 1.338 2.530 -0.1 0.1 0.2 -0.0985
C 2.167 1.326 2.122 -0.1 -0.2 -0.1 -0.1800
N 1.984 1.289 0.663 0.4 0.2 0.2 -0.0086
H 2.135 -1.131 -2.451 0.0 0.1 -0.1 0.0831
H 1.028 0.203 -2.647 0.0 0.0 0.0 0.0829
H 1.226 -0.539 -1.053 0.0 0.0 0.0 0.0524
H 3.762 2.265 -2.702 0.5 -0.2 0.2 0.1180
H 3.629 2.312 -0.245 0.1 0.0 0.2 0.1383
H 5.279 0.852 0.168 0.0 -0.1 0.0 0.1458
H 4.354 -0.610 -0.121 -0.2 0.0 0.1 0.1440
H 3.608 -0.639 2.026 0.1 -0.1 0.0 0.1816
H 5.149 -0.088 2.208 0.0 0.0 0.0 0.1856
H 4.171 2.228 2.221 0.0 -0.1 -0.1 0.1416
H 3.730 1.216 3.607 0.1 -0.1 0.0 0.1397
H 1.725 0.417 2.555 0.0 0.0 0.0 0.1215
H 1.635 2.160 2.578 0.1 0.1 0.0 0.1340
H 1.469 2.116 0.397 -0.3 -0.2 -0.1 0.1233
C -5.390 -2.005 -0.047 0.0 0.0 0.0 -0.0868
C -4.523 -0.762 0.071 0.0 0.0 0.0 -0.2705
N -3.142 -1.062 0.419 0.0 0.0 -0.1 -0.2009
C -2.383 0.104 0.825 0.0 0.0 0.1 -0.2566
C -2.136 1.205 -0.215 0.1 0.0 0.0 -0.0849
C -2.461 -1.996 -0.463 0.0 -0.1 0.0 -0.2459
C -2.354 -1.639 -1.951 0.1 0.0 0.0 -0.0767
H -5.320 -2.609 0.858 0.0 0.0 0.0 0.0817
H -6.431 -1.715 -0.188 0.0 0.0 0.0 0.0758
H -5.108 -2.625 -0.898 0.0 0.0 0.0 0.0658
H -4.919 -0.128 0.869 0.0 0.0 0.0 0.1182
H -4.613 -0.178 -0.859 0.0 0.0 0.0 0.1032
H -1.418 -0.245 1.211 0.0 0.0 0.0 0.1005
H -2.904 0.548 1.679 0.0 0.0 0.0 0.1101
H -1.400 0.900 -0.959 0.0 0.0 0.0 0.0424
H -1.752 2.101 0.281 0.0 0.0 0.0 0.0638
H -3.051 1.491 -0.734 0.0 0.0 0.0 0.0698
H -2.963 -2.962 -0.377 0.0 0.0 0.0 0.1022
H -1.458 -2.156 -0.054 0.0 0.0 0.0 0.1073
H -3.302 -1.281 -2.355 0.0 0.0 0.0 0.0702
H -2.072 -2.525 -2.523 0.0 0.0 0.0 0.0742
H -1.598 -0.876 -2.137 0.0 0.0 0.0 0.0416
```
Positions in Å, forces in eV/Å.

Properties
HOMO level: -0.367 hartree
Spin multiplicity: 1
LUMO level: -3.31 eV
DFT total energy: -700.6547 Ha
Net charge: +1
Largest force on an atom: 0.0128 hartree/bohr

The following is a DFT calculation (the ωB97M-V functional and the def2-TZVPD basis) of an isolated molecule of C3H5N3.

The geometry in XYZ format:
```
11
Properties=species:S:1:pos:R:3:forces:R:3:lowdin_charge:R:1
C -0.152 0.914 -0.057 -0.5 -0.4 -0.2 -0.1042
C -2.308 0.273 0.058 -1.5 -1.2 0.1 -0.3227
C 0.985 0.361 -0.362 0.8 0.9 -0.5 -0.2030
N -1.330 1.251 0.088 0.9 1.4 0.1 0.0664
N -2.034 -0.949 0.176 0.4 -0.3 0.2 0.1122
N 2.025 -0.013 0.496 0.3 -0.4 0.4 0.0181
H -3.318 0.691 -0.050 0.2 -0.1 0.0 0.1083
H 1.262 0.407 -1.410 -0.2 -0.2 -0.1 0.1175
H -2.812 -1.599 0.151 -0.3 0.4 -0.1 0.0462
H 1.814 0.165 1.469 0.2 0.0 -0.1 0.0817
H 2.921 0.381 0.226 -0.3 -0.1 0.2 0.0794
```
Positions in Å, forces in eV/Å.

Properties
HOMO level: -0.295 hartree
Energy relative to the best compared isomer or geometry (same formula, charge and spin): 244.0 kJ/mol
Spin multiplicity: 1
LUMO level: 0.36 eV
DFT total energy: -281.4971 Ha
SMILES: [H]/N=C/N=C=CN
Net charge: 0
Largest force on an atom: 0.0365 hartree/bohr

The following is a DFT calculation (the ωB97M-V functional and the def2-TZVPD basis) of a cluster of 15 separate species, C4H38NO14 in total.

The geometry in XYZ format:
```
57
Properties=species:S:1:pos:R:3:forces:R:3:lowdin_charge:R:1
C 2.869 -1.445 -0.568 -0.4 0.4 0.4 -0.0620
C 1.469 -1.033 -0.082 1.0 0.9 -0.3 -0.2032
C 0.432 -1.743 -0.860 -1.1 -0.7 -0.2 -0.3045
C 0.013 -2.993 -0.653 0.7 -0.2 0.0 0.0895
N -0.193 -0.907 -1.924 0.3 0.3 1.1 0.1808
H 3.647 -0.980 0.019 0.2 0.3 0.1 0.0676
H 3.005 -2.502 -0.477 -0.1 -0.7 0.1 0.0733
H 2.987 -1.194 -1.604 0.2 0.2 -0.6 0.0726
H 1.395 -1.254 0.960 -0.2 -0.3 0.7 0.0776
H 1.376 0.076 -0.161 -0.1 -0.6 -0.1 0.1150
H 0.430 -3.645 0.135 -0.1 0.9 -0.4 0.0911
H -0.735 -3.506 -1.247 0.0 0.4 -0.1 0.0628
H -0.614 -1.487 -2.644 0.0 0.1 -0.2 0.1253
H 0.506 -0.155 -2.333 -1.0 -0.6 0.3 0.1196
H -0.990 -0.327 -1.483 1.0 -0.5 -0.9 0.1232
H 0.344 -0.503 4.194 0.1 0.1 -0.5 0.1028
H -0.055 0.291 2.889 -0.2 0.0 0.3 0.0266
O 0.518 -0.461 3.237 -0.1 0.1 0.5 -0.0855
H 1.232 3.104 1.001 -1.3 0.4 -0.1 0.0701
H 0.101 4.185 1.336 0.1 -0.5 -0.2 0.1081
O 0.224 3.304 0.934 1.4 0.4 0.3 -0.0753
H 2.044 0.217 2.990 0.3 0.1 0.1 0.0126
H 3.553 -0.046 2.847 0.4 -0.2 0.0 0.0607
O 2.917 0.664 2.852 -0.5 0.2 -0.1 -0.0507
H 3.126 2.312 -0.487 0.4 -0.2 -0.7 0.0027
H 4.189 1.939 -1.669 -2.3 0.5 0.7 0.1129
O 3.216 2.148 -1.458 2.2 -0.5 -0.2 -0.0935
H -0.381 3.161 -0.603 -0.2 -0.2 -1.2 0.0604
H -0.904 3.855 -1.891 -0.5 1.9 -0.9 0.0575
O -0.685 3.016 -1.564 0.6 -1.4 1.9 -0.0497
H 0.363 1.961 -2.451 0.5 0.1 0.1 0.0256
H 1.859 1.499 -2.374 2.1 1.0 1.0 -0.0266
O 1.023 1.296 -2.727 -2.3 -1.2 -1.3 -0.0329
H -2.062 -2.277 1.522 -0.4 -0.1 -0.4 0.0227
H -2.955 -2.354 0.228 0.1 -0.8 -1.4 -0.0217
O -2.930 -2.034 1.115 0.2 0.9 2.0 -0.0489
H -0.563 2.151 1.960 0.0 0.2 -0.1 0.0067
H -1.775 1.191 1.996 -0.8 -0.3 -0.5 0.0012
O -1.017 1.490 2.500 0.8 0.0 0.8 -0.0341
H -2.743 -0.274 -2.761 0.2 -0.9 -0.6 0.0548
H -3.189 -1.041 -4.018 -1.5 0.1 -2.1 0.0378
O -2.654 -1.136 -3.275 1.2 1.0 2.4 -0.0460
H -3.925 0.778 1.302 0.9 0.0 -0.3 0.1186
H -3.028 -0.429 1.075 0.2 -1.8 0.1 -0.0065
O -3.019 0.535 1.004 -1.5 1.8 0.3 -0.0601
H 2.865 1.962 1.747 0.2 -1.1 0.8 0.0181
H 3.441 3.349 1.490 0.7 0.8 0.4 0.0892
O 2.844 2.708 1.137 -0.9 0.2 -0.8 -0.0252
H -2.874 -2.344 -2.042 -0.4 0.4 -1.0 -0.0051
H -3.651 -3.581 -1.535 -1.6 -1.1 -0.6 0.0500
O -2.930 -3.021 -1.372 1.6 0.3 1.3 -0.0242
H -2.631 0.799 -0.620 -0.1 0.2 0.0 0.0315
H -1.858 1.749 -1.625 0.0 -0.1 0.1 0.0356
O -2.262 0.860 -1.531 -0.2 0.0 0.1 -0.0814
H -0.179 -1.911 2.504 1.3 2.4 1.4 -0.0424
H -0.656 -3.326 2.911 0.3 1.1 -1.2 0.1190
O -0.532 -2.688 2.154 -1.5 -3.8 0.2 -0.0440
```
Positions in Å, forces in eV/Å.

Properties
HOMO level: -0.451 hartree
Energy relative to the best compared isomer or geometry (same formula, charge and spin): 0.0 kJ/mol
Spin multiplicity: 1
LUMO level: -2.35 eV
DFT total energy: -1283.1896 Ha
Net charge: +1
Largest force on an atom: 0.0793 hartree/bohr

The following is a DFT calculation (the ωB97M-V functional and the def2-TZVPD basis) of a structure of composition C4H5LiO3Zn.

The geometry in XYZ format:
```
14
Properties=species:S:1:pos:R:3:forces:R:3:lowdin_charge:R:1
Zn 0.955 -2.482 -0.289 0.2 -0.9 -0.3 0.8713
O -0.462 -0.813 -0.796 0.0 0.1 0.5 -0.1668
C -1.738 -0.831 -1.469 -0.7 0.0 -0.3 0.0177
H -2.543 -0.857 -0.727 0.2 0.0 -0.2 0.1150
H -1.821 0.060 -2.098 0.0 -0.2 0.2 0.1166
H -1.735 -1.741 -2.073 0.0 0.3 0.1 0.1064
C 1.911 1.201 1.123 -0.5 0.0 -0.4 0.0506
C 1.216 0.138 0.669 -2.4 -1.6 0.6 -0.4326
O 1.364 -1.132 0.945 1.9 -0.1 0.6 -0.2640
C -0.221 0.153 0.071 1.8 2.8 -1.0 -0.4394
O -0.975 1.090 0.272 -0.7 -0.2 0.6 0.0329
Li -0.408 1.967 1.903 0.1 -0.2 -0.3 0.8392
H 1.591 2.209 0.849 0.3 -0.2 -0.1 0.0635
H 2.866 1.038 1.623 -0.4 0.2 -0.1 0.0897
```
Positions in Å, forces in eV/Å.

Properties
HOMO level (spin up / spin down): -0.426 / -0.482 hartree
Energy relative to the best compared isomer or geometry (same formula, charge and spin): 0.0 kJ/mol
Expectation value of S²: 0.75
Spin multiplicity: 2
LUMO level (spin up / spin down): -3.99 / -4.63 eV
DFT total energy: -2167.7405 Ha
Net charge: +1
Largest force on an atom: 0.0678 hartree/bohr

Which value of DFT total energy does entry 4 give? -281.4971 Ha